44
Properties=species:S:1:pos:R:3:forces:R:3 method="wB97M-V/def2-TZVPD" fmax_ha_per_bohr=0.0335 homo_energy_ev=-7.71 smiles="Cn1nnnc1SCC(=O)Nc1nc(-c2ccccc2)c(-c2ccccc2)o1" total_energy_ev=-43832.941
C -5.400570 0.339537 -2.532674 -0.46 -0.08 -0.25
N -4.093751 0.517873 -1.982080 0.81 -0.29 1.49
N -3.071881 1.080666 -2.636117 -0.44 0.29 -1.16
N -2.071870 1.083508 -1.862955 0.82 0.49 -0.55
N -2.355388 0.540650 -0.688696 -0.64 -0.55 0.84
C -3.623192 0.181606 -0.753313 0.02 0.20 -0.69
S -4.579646 -0.589798 0.457509 -0.24 -0.26 0.29
C -3.369016 -0.568533 1.819754 -0.20 0.02 -0.46
C -3.175243 0.864935 2.271258 0.03 -0.09 0.05
O -4.079552 1.522518 2.730265 -0.11 -0.03 0.06
N -1.929910 1.412850 2.134383 0.12 0.27 0.33
C -0.766524 0.958689 1.564873 0.90 0.24 -0.37
N 0.198087 1.750254 1.223773 -0.83 0.28 0.27
C 1.182641 0.929276 0.729659 -0.48 -1.35 0.24
C 2.453420 1.487483 0.291742 0.34 0.11 -0.09
C 2.470096 2.745511 -0.305624 -0.04 -0.15 0.02
C 3.665773 3.306285 -0.712811 0.05 0.07 -0.03
C 4.856112 2.624701 -0.518986 0.05 0.03 -0.02
C 4.847274 1.381065 0.092271 0.10 -0.05 -0.02
C 3.654899 0.812806 0.499072 -0.09 0.11 0.02
C 0.739278 -0.371913 0.805042 0.77 1.12 -0.34
C 1.260458 -1.654166 0.377038 -0.15 -0.34 0.00
C 0.842966 -2.822407 1.016023 0.04 0.14 0.00
C 1.320960 -4.052119 0.605915 0.00 -0.10 -0.02
C 2.216047 -4.134822 -0.447730 0.02 -0.07 -0.01
C 2.622649 -2.979751 -1.097705 0.07 -0.03 -0.01
C 2.148522 -1.746587 -0.695667 -0.15 0.03 0.08
O -0.512083 -0.340157 1.374777 -0.28 0.12 0.37
H -6.144383 0.795805 -1.877895 0.03 0.02 -0.07
H -5.415934 0.818316 -3.509370 -0.03 -0.04 0.07
H -5.623794 -0.723693 -2.636173 0.00 0.06 -0.05
H -3.838705 -1.141834 2.619246 0.04 0.08 -0.03
H -2.459916 -1.047884 1.471764 -0.13 -0.04 0.14
H -1.883889 2.403626 2.350685 -0.05 -0.19 0.01
H 1.534900 3.263806 -0.446938 -0.09 0.08 -0.02
H 3.671142 4.279138 -1.182106 -0.01 0.07 -0.04
H 5.790469 3.063295 -0.837328 0.07 0.04 -0.02
H 5.775489 0.853407 0.256990 0.07 -0.04 0.02
H 3.651331 -0.149488 0.989762 0.01 -0.06 0.04
H 0.149146 -2.756247 1.841381 -0.05 -0.01 0.06
H 0.995196 -4.949669 1.111163 -0.02 -0.07 0.04
H 2.590997 -5.096288 -0.765553 0.03 -0.07 -0.03
H 3.309263 -3.042093 -1.928954 0.05 0.00 -0.07
H 2.448133 -0.850170 -1.215664 0.02 0.05 -0.07